{"formula": "C3H4N2O2", "method": "ωB97M-V/def2-TZVPD", "symbols": ["O", "O", "N", "N", "C", "C", "C", "H", "H", "H", "H"], "coordinates": [[1.4316, 1.1129, 0.2093], [2.8798, -0.6329, -0.0867], [-1.7731, -0.4290, -0.2629], [0.5691, -0.8953, 0.1075], [-0.5033, 0.0129, 0.1143], [1.7595, -0.2214, 0.0672], [0.0600, 1.2246, 0.2114], [-0.3580, 2.2194, 0.2142], [-2.5248, -0.3984, 0.4023], [0.4973, -1.8945, 0.2003], [-2.0380, -0.0983, -1.1768]], "gap_ev": 9.3, "e_above_lowest_ev": 1.394, "total_energy_ev": -10250.87071, "homo_energy_ev": -8.700}